Entry from OMol25: a cluster of 2 separate species, C7H14N2 in total (ωB97M-V with the def2-TZVPD basis set).

Geometry as XYZ:
```
23
Properties=species:S:1:pos:R:3:forces:R:3
C -0.1071 -2.4069 0.7353 -1.76 1.66 -0.54
C 1.1088 -1.6176 0.2306 -2.91 1.36 1.77
C 2.2590 -1.8435 -0.4344 0.90 -4.73 -1.17
N 2.9595 -0.6939 -0.4360 3.09 -0.36 -1.18
C 2.2186 0.1940 0.1703 -2.09 3.88 2.66
N 1.0517 -0.2482 0.6235 2.06 -1.67 -1.55
H -1.0230 -2.4406 0.0462 1.65 -0.24 0.40
H -0.6176 -1.9900 1.6584 1.22 0.37 -0.97
H 0.1506 -3.3490 1.0816 0.49 -2.20 0.04
H 2.7456 -2.8223 -0.8987 -1.38 2.37 1.18
H 3.9865 -0.6742 -0.6133 -1.59 0.36 0.07
H 2.4597 1.2481 0.4283 0.46 -0.99 -0.70
C -1.9167 0.5334 -1.0437 0.50 -0.97 -3.03
C -1.7986 1.8852 -0.4943 0.77 2.91 1.18
C -1.1009 2.1042 0.9430 1.60 -1.59 -4.06
H -2.9362 0.1638 -0.9448 -0.07 -0.12 -0.49
H -1.2740 -0.2768 -0.6738 0.19 0.71 0.03
H -1.5874 0.8061 -2.1590 -1.28 -1.87 1.82
H -1.0825 2.4281 -1.1928 -1.01 -0.17 0.99
H -2.8251 2.4318 -0.6332 1.85 -0.83 0.65
H -1.4329 3.0218 1.1840 -0.83 3.30 1.50
H -1.2471 1.4030 1.7082 -0.54 -1.14 0.82
H 0.0093 2.1433 0.7147 -1.33 -0.06 0.56
```
Forces are in eV/Å.

Properties
- Spin multiplicity: 1
- SMILES: Cc1c[nH]cn1.CCC
- HOMO-LUMO gap: 9.62 eV
- Relative energy (zero: lowest compared OMol25 entry of this formula, charge and spin): 213.0 kJ/mol

Entry from OMol25: an isolated molecule of C7H14N2 (ωB97M-V with the def2-TZVPD basis set).

Geometry as XYZ:
```
23
Properties=species:S:1:pos:R:3:forces:R:3
C -1.7686 2.1231 -1.1360 1.24 -1.59 2.15
N -0.4145 2.0996 -1.7267 0.44 -0.34 0.63
C 0.5567 1.4784 -1.1442 -1.93 0.65 -0.72
N 0.4680 0.6315 -0.0480 0.35 0.98 -0.79
C 1.6425 0.0255 0.5652 -0.27 0.00 0.41
C 0.7519 -1.1256 0.9976 0.16 -2.74 0.16
C 0.3153 -1.0837 2.4486 0.27 -0.09 2.17
C -0.3170 -0.6179 -0.0164 -0.16 -0.48 -0.32
C -0.3831 -1.4155 -1.3514 -0.83 1.95 -0.60
H -1.6640 2.3378 -0.0018 -0.23 -0.48 -1.50
H -2.3013 1.1118 -1.2254 0.48 1.47 -0.07
H -2.3214 2.9482 -1.5349 -0.42 0.11 -0.55
H 1.5319 1.6440 -1.5925 0.32 -0.14 0.20
H 2.3618 -0.2957 -0.1722 0.61 0.07 -0.21
H 2.1018 0.5665 1.4042 -0.01 0.11 -0.43
H 1.2004 -2.1698 0.7581 -0.85 1.66 0.29
H -0.3145 -0.1699 2.6382 0.37 -0.95 -0.17
H 1.2185 -0.9505 3.1724 -1.34 -0.37 -1.31
H -0.2336 -2.0357 2.8152 0.72 1.64 -0.79
H -1.3151 -0.3863 0.3696 0.01 -0.55 0.10
H -0.9265 -2.3656 -1.3337 -0.11 0.37 0.32
H 0.5974 -1.6151 -1.7092 1.14 -0.36 -0.08
H -0.7866 -0.7352 -2.1768 0.04 -0.94 1.12
```
Forces are in eV/Å.

Properties
- Spin multiplicity: 1
- SMILES: C/N=C\N1C[C@@H](C)[C@@H]1C
- HOMO-LUMO gap: 9.67 eV
- Relative energy (zero: lowest compared OMol25 entry of this formula, charge and spin): 186.4 kJ/mol

Entry from OMol25: a cluster of 2 separate species, C7H14N2 in total (ωB97M-V with the def2-TZVPD basis set).

Geometry as XYZ:
```
23
Properties=species:S:1:pos:R:3:forces:R:3
C -0.3870 0.5979 -2.4457 -1.71 -0.63 -2.70
C 0.3125 1.8685 -2.0580 3.89 -0.06 -1.25
C -1.2995 0.0666 -1.3436 1.27 -1.02 -4.09
C -2.0467 -1.2007 -1.3745 0.01 -2.43 2.32
C -2.0017 -0.1856 0.6489 -0.01 -1.20 -0.58
N -1.3661 0.6153 -0.1873 -0.23 1.01 2.44
N -2.4101 -1.3684 -0.0466 1.55 3.49 -1.91
H -1.0213 0.9754 -3.3003 -0.24 -1.02 0.54
H 0.2536 -0.2720 -3.0360 -1.38 2.15 2.00
H 0.8831 2.4398 -2.9320 -0.67 -2.16 1.39
H -2.1329 -2.1767 -1.9958 0.19 2.39 0.53
H -2.0585 0.0286 1.7330 -0.38 -0.53 -0.83
H -2.8213 -2.1850 0.2800 -1.01 -1.50 1.05
H 1.0184 1.4435 -1.3193 0.25 1.52 -0.02
H -0.1796 2.7554 -1.7518 -1.48 0.01 1.15
C 1.7256 0.0577 2.9754 1.48 1.20 -1.49
C 1.9365 -0.9953 1.8345 1.78 3.44 -0.08
H 1.1213 -0.2770 3.7898 -0.93 -0.09 0.23
H 2.7113 0.1897 3.4543 -0.27 0.10 -0.24
H 1.4763 1.1099 2.5671 -0.11 -1.77 0.79
H 2.5120 -0.5112 1.0017 -0.68 0.17 0.46
H 1.0599 -1.3329 1.3769 -1.28 -1.24 -0.29
H 2.7143 -1.6438 2.1292 -0.03 -1.81 0.57
```
Forces are in eV/Å.

Properties
- Spin multiplicity: 2
- ⟨S²⟩: 0.7634
- HOMO-LUMO gap (alpha / beta): 9.91 / 6.62 eV
- Charge: +1
- Relative energy (zero: lowest compared OMol25 entry of this formula, charge and spin): 197.7 kJ/mol

Entry from OMol25: a cluster of 2 separate species, C7H14N2 in total (ωB97M-V with the def2-TZVPD basis set).

Geometry as XYZ:
```
23
Properties=species:S:1:pos:R:3:forces:R:3
C -0.0735 -2.1069 -1.2492 -0.31 -0.14 -0.12
C 1.1547 -2.1668 -2.1756 -0.30 0.07 -0.12
C -1.1656 -1.1325 -1.5939 -2.33 1.67 0.31
H 0.2587 -1.9029 -0.2313 0.05 0.20 0.06
H -0.5118 -3.0900 -1.1682 -0.12 -0.44 -0.14
H 1.2038 -3.1277 -2.6898 0.23 -0.06 0.29
H 1.1890 -1.4428 -2.9974 -0.26 0.23 0.39
H -1.0340 -0.1186 -1.1943 0.85 -0.04 -0.72
H 2.0137 -2.0084 -1.5349 0.51 -0.20 -0.33
H -2.1572 -1.2360 -1.1169 0.38 -1.20 0.61
H -1.5969 -1.0411 -2.5975 1.14 -0.22 -0.42
C -0.2126 0.1371 2.6518 -0.72 -1.01 0.11
C 0.5383 2.1652 -0.0603 -0.02 -0.50 -0.90
C -0.1664 1.2429 1.6991 1.80 -0.21 0.71
C -0.0100 2.6512 1.9774 -0.98 0.13 -0.21
N 0.1619 1.0027 0.4085 0.38 0.70 0.53
N 0.3727 3.2202 0.8334 -0.71 -0.18 0.38
H 1.0728 2.2538 -0.9976 -0.36 0.35 -0.14
H 0.0164 4.1403 0.5828 0.92 0.19 -0.12
H -0.2855 3.2132 2.8515 0.04 0.07 0.17
H -0.0166 0.2718 3.7142 -0.12 0.83 -0.16
H 0.4772 -0.6445 2.3242 -0.20 0.01 -0.25
H -1.2292 -0.2802 2.5641 0.12 -0.24 0.09
```
Forces are in eV/Å.

Properties
- Spin multiplicity: 2
- ⟨S²⟩: 0.7608
- HOMO-LUMO gap (alpha / beta): 9.14 / 5.59 eV
- Charge: +1
- Relative energy (zero: lowest compared OMol25 entry of this formula, charge and spin): 113.3 kJ/mol

Entry from OMol25: an isolated molecule of C7H14N2O (ωB97M-V with the def2-TZVPD basis set).

Geometry as XYZ:
```
24
Properties=species:S:1:pos:R:3:forces:R:3
C 0.8615 2.4562 -0.7906 0.17 0.20 0.11
C -0.0538 1.3462 -1.2993 -0.19 -0.09 -0.18
C 0.1310 0.0146 -0.5883 -0.01 0.05 0.00
C -0.3346 0.0004 0.8746 -0.06 0.26 0.34
C -1.8233 -0.3387 0.9805 -0.21 -0.01 0.03
C 0.5493 -0.8747 1.7527 1.78 0.76 0.73
N 0.3209 -2.2001 1.7671 -0.08 -0.83 -0.12
O 1.5002 -0.4222 2.3963 -0.96 0.02 -0.92
C 0.0533 -1.2151 -1.4151 -0.17 -0.11 -0.16
N 1.3396 -0.7466 -0.8966 0.14 0.01 0.02
H 0.9002 3.2812 -1.5147 -0.02 -0.18 0.21
H 0.5116 2.8736 0.1638 0.16 -0.15 -0.22
H 1.8870 2.0863 -0.6444 -0.26 0.11 -0.02
H -1.1052 1.6599 -1.2161 0.18 -0.06 -0.03
H 0.1300 1.1870 -2.3727 -0.03 -0.02 0.22
H -0.1715 1.0065 1.2838 -0.05 -0.21 -0.09
H -2.0783 -1.2427 0.4080 0.06 0.19 0.14
H -2.1213 -0.4923 2.0262 0.03 0.08 -0.23
H -2.4302 0.4830 0.5791 0.10 -0.22 0.06
H -0.5991 -2.5364 1.5203 0.53 -0.40 -0.06
H 1.1051 -2.7922 2.0777 -1.17 0.43 -0.08
H -0.3054 -2.1533 -0.9885 0.15 0.21 -0.07
H -0.1516 -1.0928 -2.4811 0.01 -0.03 0.28
H 1.8846 -0.2877 -1.6225 -0.08 -0.02 0.07
```
Forces are in eV/Å.

Properties
- Spin multiplicity: 1
- SMILES: CC[C@@]1([C@@H](C)C(N)=O)CN1
- HOMO-LUMO gap: 10.09 eV
- Relative energy (zero: lowest compared OMol25 entry of this formula, charge and spin): 51.9 kJ/mol

Entry from OMol25: an isolated molecule of C7H14N2O (ωB97M-V with the def2-TZVPD basis set).

Geometry as XYZ:
```
24
Properties=species:S:1:pos:R:3:forces:R:3
C -2.9622 0.6478 -1.0882 -1.55 2.00 -0.33
N -2.1456 0.2656 0.0116 0.39 -0.66 1.36
O -2.7203 -0.4776 0.8984 1.37 1.21 -1.09
N -0.9728 0.7179 -0.0422 -0.68 -0.62 0.17
C -0.1053 0.2699 1.0484 -1.96 2.23 0.72
C 0.1206 -1.1746 0.9345 2.78 -1.49 -1.34
C 0.7617 -1.4515 -0.4605 -0.23 0.84 -0.33
C 2.0968 -0.5837 -0.5477 -1.05 -1.40 -1.64
C 1.9027 0.9278 -0.3309 -0.17 -1.25 -0.31
C 1.1407 1.1579 0.9495 0.94 0.23 2.22
H -3.6678 -0.1336 -1.2115 -0.44 -0.79 -0.64
H -3.5744 1.5313 -0.7734 0.58 -0.58 -0.19
H -2.3631 0.9364 -1.9480 -0.09 -0.32 0.06
H -0.7875 0.4246 1.9326 1.21 0.19 -0.10
H -0.7802 -1.7292 0.9608 -0.79 -0.55 0.78
H 0.8955 -1.4616 1.6853 -0.91 -0.12 -0.16
H -0.0279 -1.1459 -1.2413 1.40 -0.43 0.85
H 0.9813 -2.5409 -0.6188 -0.10 1.01 0.19
H 2.7890 -1.1603 0.0833 0.29 0.72 -0.12
H 2.3808 -0.6013 -1.6262 0.51 -0.64 0.81
H 2.8782 1.4251 -0.3911 -0.34 0.08 0.17
H 1.3435 1.1145 -1.2426 -0.31 1.06 0.11
H 1.8690 0.8278 1.7411 -0.71 0.05 -0.33
H 0.9471 2.2138 1.2769 -0.15 -0.77 -0.88
```
Forces are in eV/Å.

Properties
- Spin multiplicity: 1
- SMILES: C/[N+]([O-])=N/C1CCCCC1
- HOMO-LUMO gap (alpha / beta): 10.46 / 10.46 eV
- Relative energy (zero: lowest compared OMol25 entry of this formula, charge and spin): 305.3 kJ/mol